Molecular formula: C31H51Br2Cl12F3N2O5
Method: DFT, wB97M-V/def2-TZVPD

Computed properties:
LUMO, eV: 0.04
Gap between HOMO and LUMO, Ha: 0.3377
Net charge: 0
E, hartree: -12667.09127
Structure (SMILES): C#C[C@H](CC[C@](F)(Br)C(F)(F)Br)OC[C@@H](O[C@H](CC=O)NCCC)N(C(C)=O)C(C)=O.ClCCCl.ClCCCl.ClCCCl.ClCCCl.ClCCCl.ClCCCl

Each line ends with the Löwdin charge.
Positions of all 106 atoms, in Å:
1 Br -2.4824 0.9845 0.7260  0.7526
2 Br -2.1053 2.4003 3.9116  0.7360
3 Cl -5.5693 -0.8746 3.5401  0.5262
4 Cl -10.5237 -4.8657 1.9544  0.5391
5 Cl 10.5816 -1.6565 -3.4310  0.5367
6 Cl 7.5424 -3.1956 -3.7104  0.6824
7 Cl 1.4033 7.7372 3.4130  0.5377
8 Cl -4.7398 0.7019 -1.3083  0.4765
9 Cl -5.4198 -1.8918 0.2800  0.5264
10 Cl -1.6425 7.5462 4.9519  0.5326
11 Cl -4.7631 1.8542 -4.5243  0.5428
12 Cl -5.2800 8.5929 -0.8689  0.5350
13 Cl -2.7240 6.6683 0.3313  0.5531
14 Cl -9.3920 -1.9220 3.2700  0.5708
15 F 0.3573 1.5182 0.5492  -0.0147
16 F 0.6295 2.3243 3.4311  -0.0690
17 F -0.9888 3.2626 1.2465  -0.0957
18 O 1.7821 -3.0310 -3.1065  0.0156
19 O -0.2633 -3.2995 -0.9722  0.0295
20 O 2.1580 -2.3170 1.9935  -0.1846
21 O 4.0738 -2.6176 -1.2633  -0.0889
22 O 5.1910 -1.2169 -5.6875  -0.0513
23 N 4.7760 -0.2393 -1.2068  -0.0360
24 N 2.1148 -3.8677 -0.8169  0.0409
25 C -9.0254 -4.6109 2.8841  -0.6613
26 C 2.7691 0.2893 4.5406  0.0802
27 C 5.3483 -1.7561 -3.1930  -0.1745
28 C 2.4867 -0.3281 3.4115  -0.0219
29 C 4.6744 -1.8041 -4.6624  -0.1651
30 C -0.5086 0.0207 3.4207  -0.1874
31 C -3.5543 7.9997 1.1762  -0.6595
32 C -0.7730 1.8204 1.3939  -0.6691
33 C -0.9534 6.3883 3.7846  -0.6704
34 C -5.1612 0.2084 -3.9706  -0.6585
35 C 3.2572 -2.4275 1.0516  -0.1053
36 C 2.8192 -2.5699 -0.4915  -0.2413
37 C 10.0409 -2.7344 -4.7428  -0.6626
38 C 0.5508 6.2593 3.9261  -0.6589
39 C 8.5610 -2.5794 -5.0371  -0.6000
40 C -5.0258 8.0762 0.8167  -0.6659
41 C -5.8438 0.2098 -2.6163  -0.6430
42 C -6.2769 -0.0542 2.1257  -0.6617
43 C 2.1464 -3.9936 -2.3282  -0.2918
44 C 4.7921 1.0311 -2.0539  -0.2095
45 C 1.6895 -0.9494 2.1349  -0.2847
46 C 0.2533 -4.6480 1.0281  -0.0100
47 C 2.6116 2.5997 -2.0427  -0.1283
48 C 0.0890 -1.0104 2.3352  -0.1155
49 C -0.5192 1.5678 2.9667  -0.6524
50 C 2.6849 -5.3250 -3.0888  -0.0036
51 C -6.7647 -1.0374 1.0774  -0.6673
52 C -9.1912 -3.5528 3.9582  -0.6424
53 C 0.7048 -3.8751 -0.3424  -0.3075
54 C 4.2608 -1.3913 -2.0117  -0.3399
55 C 3.9720 2.1941 -1.2675  -0.2195
56 H -0.4764 -3.9318 1.5777  0.0755
57 H 2.7670 3.5820 -2.6179  0.0727
58 H 2.0065 -0.3041 1.2234  0.1437
59 H 8.2925 -1.5353 -5.2131  0.0764
60 H -4.2393 -0.3766 -3.9559  0.0733
61 H -5.5241 7.1143 0.9554  0.0687
62 H 2.2932 1.7980 -2.8283  0.0800
63 H 1.7772 2.7414 -1.2621  0.0561
64 H -0.0316 -0.0609 4.4723  0.1318
65 H 6.2259 -1.0158 -3.2354  0.1017
66 H -0.3871 -0.9313 1.2917  0.0960
67 H 10.2905 -3.7599 -4.4634  0.0682
68 H 3.0017 0.7921 5.5553  0.0641
69 H 2.2436 -5.3016 -4.1678  0.0983
70 H -5.8271 -0.2245 -4.7208  0.0732
71 H -1.2374 6.7101 2.7803  0.0247
72 H -6.1905 -0.7982 -2.3750  0.0559
73 H 3.2887 -1.0094 -2.5309  0.1550
74 H -6.7070 0.8789 -2.6015  0.0735
75 H -1.4284 5.4237 3.9795  0.0318
76 H 0.8406 6.0407 4.9561  0.0703
77 H -0.1572 -2.0826 2.7201  0.1268
78 H -1.6262 -0.2794 3.5723  0.1016
79 H -8.2996 -3.5222 4.5887  0.0739
80 H 4.0128 -1.5678 1.2106  0.1402
81 H 3.6628 -2.3405 -4.8078  0.1272
82 H -3.4434 7.8118 2.2470  0.0541
83 H -10.0524 -3.7594 4.5972  0.0703
84 H 10.6245 -2.4713 -5.6281  0.0732
85 H 0.9138 5.4479 3.2910  0.0678
86 H -8.7724 -5.5691 3.3437  0.0738
87 H 3.6750 1.8145 -0.2121  0.1001
88 H 5.8230 -2.7949 -2.9107  -0.0015
89 H 8.2987 -3.1526 -5.9292  0.0807
90 H 2.1448 -1.6863 -0.7902  0.1700
91 H 5.7724 -0.4194 -0.9698  0.1159
92 H 5.9065 1.3313 -2.2185  0.1234
93 H 3.8234 -3.4110 1.3254  0.1555
94 H 2.3164 -6.3051 -2.6188  0.0838
95 H -8.2309 -4.3504 2.1817  0.0644
96 H -0.2723 -5.6477 0.8195  0.0914
97 H -5.5270 0.6280 1.7192  0.0318
98 H -7.3087 -0.5043 0.2937  0.0714
99 H -7.4343 -1.7855 1.5068  0.0014
100 H -5.5241 8.8123 1.4517  0.0723
101 H 4.6812 3.0994 -1.1687  0.1029
102 H -3.0329 8.9291 0.9386  0.0742
103 H -7.1155 0.5420 2.4929  0.0726
104 H 1.1780 -4.7366 1.7186  0.0834
105 H 3.8261 -5.2493 -3.2153  0.0903
106 H 4.3750 0.8385 -3.1264  0.1216